Below is C41H33ClN2O4PV as an isolated structure, with properties calculated with ωB97M-V with the def2-TZVPD basis set.

Last column: Löwdin spin population.
Atoms and positions in Å:
V: -1.13894 0.11417 0.37648  1.91
O: 0.30232 -0.48852 1.50409  0.01
C: 0.39437 -0.27581 2.81809  0.01
C: 1.64165 -0.05641 3.40568  0.00
C: 1.76325 0.06470 4.77842  0.00
C: 0.65149 -0.02518 5.61244  0.00
C: -0.59307 -0.18429 5.03600  0.00
C: -0.74291 -0.25932 3.64977  0.00
C: -2.09898 -0.35612 3.12805  0.02
N: -2.42259 -0.13838 1.91740  -0.01
C: -3.74519 -0.50615 1.40203  0.00
C: -3.52763 -1.52528 0.25653  0.00
N: -2.12208 -1.52195 -0.20643  -0.02
C: -1.53551 -2.63781 -0.56136  0.01
C: -1.79541 -3.94767 -0.09244  0.00
C: -1.39512 -5.03729 -0.92030  0.00
C: -1.40128 -6.32052 -0.47459  0.00
C: -1.76598 -6.55825 0.88280  0.00
C: -2.11620 -5.55132 1.71999  0.00
C: -2.19048 -4.16726 1.28874  0.00
O: -2.52763 -3.25837 2.07683  0.00
H: 2.51314 0.02016 2.77034  0.00
H: 2.74382 0.22962 5.20697  0.00
H: 0.75902 0.03461 6.68588  0.00
H: -1.47945 -0.23621 5.65681  0.00
H: -2.88082 -0.64181 3.83407  0.00
H: -4.23214 0.38815 1.01076  0.00
H: -4.34870 -0.94848 2.19583  0.00
H: -4.12648 -1.21986 -0.60508  0.00
H: -3.81666 -2.52333 0.56222  0.00
H: -0.67005 -2.50258 -1.21352  0.00
H: -1.11046 -4.82321 -1.94538  0.00
H: -1.13435 -7.14026 -1.12627  0.00
H: -1.75356 -7.57513 1.25860  0.00
H: -2.38982 -5.74542 2.74918  0.00
Cl: -0.10407 2.38650 1.35181  0.00
C: 1.53446 2.46956 0.68223  0.00
C: 2.26285 3.55662 1.14026  0.00
C: 3.56484 3.73741 0.70819  0.00
C: 4.13419 2.82737 -0.17085  0.00
C: 3.38163 1.76034 -0.62667  0.00
C: 2.06056 1.54940 -0.22417  0.00
P: 1.09302 0.22013 -1.04073  0.01
C: 2.09688 -1.28659 -0.86958  0.00
C: 1.86944 -2.34089 -1.75464  0.00
C: 2.45805 -3.57600 -1.54204  0.00
C: 3.29077 -3.77144 -0.44712  0.00
C: 3.55418 -2.71712 0.41319  0.00
C: 2.95667 -1.48223 0.20273  0.00
C: 1.26200 0.59563 -2.81929  0.00
C: 0.14156 1.13992 -3.44315  0.00
C: 0.16654 1.47499 -4.79038  0.00
C: 1.31488 1.24926 -5.53256  0.00
C: 2.42800 0.67623 -4.92786  0.00
C: 2.40075 0.34495 -3.58348  0.00
H: 1.80024 4.24980 1.82799  0.00
H: 4.12978 4.59005 1.06076  0.00
H: 5.15411 2.95221 -0.50731  0.00
H: 3.83003 1.06038 -1.32029  0.00
H: 1.22863 -2.20193 -2.61899  0.00
H: 2.25813 -4.39005 -2.22591  0.00
H: 3.72574 -4.74484 -0.26527  0.00
H: 4.21215 -2.85435 1.26076  0.00
H: 3.16285 -0.66703 0.88185  0.00
H: -0.77707 1.26666 -2.87975  0.00
H: -0.71492 1.89523 -5.25521  0.00
H: 1.33787 1.49896 -6.58498  0.00
H: 3.31862 0.47880 -5.50958  0.00
H: 3.26831 -0.12448 -3.13550  0.00
O: -4.20557 2.17804 -0.72274  0.01
C: -3.00471 2.34809 -0.74140  0.01
O: -2.14458 1.34615 -0.67869  0.02
C: -2.41375 3.73153 -0.84940  0.00
C: -1.11052 3.96749 -1.26965  0.00
C: -0.61110 5.25967 -1.32545  0.00
C: -1.41298 6.32592 -0.93962  0.00
C: -2.71592 6.09783 -0.51885  0.00
C: -3.21741 4.80512 -0.48265  0.00
H: -0.47787 3.13433 -1.54336  0.00
H: 0.40392 5.43205 -1.66003  0.00
H: -1.02155 7.33490 -0.96692  0.00
H: -3.34283 6.92811 -0.22232  0.00
H: -4.23438 4.60811 -0.17204  0.00

Output
Spin multiplicity   3
Energy relative to the best compared isomer or geometry (same formula, charge and spin)   2.447 eV
Charge   0
HOMO level (spin up / spin down)   -6.8 / -6.9 eV
Gap between HOMO and LUMO (spin up / spin down)   6.816 / 6.694 eV